1.
14
Properties=species:S:1:pos:R:3:mulliken_charge:R:1 method="wB97M-V/def2-TZVPD" e_homo_ev="-4.51 / -9.81" spin_multiplicity=3 total_energy_ev=-9840.6279 e_above_lowest_kcal_mol=23.7 lumo_ev="0.8 / -2.2"
C 0.74274 -1.68405 0.69691 -0.8494
C 3.43140 -0.25186 -0.86455 0.1304
C -0.48718 1.51926 -0.78964 -1.1137
C -0.41037 0.23525 -0.02019 0.5976
N 0.63354 -0.45862 -0.04772 -0.1937
O 3.25869 0.40285 -1.76774 -0.1486
O -1.52755 -0.09522 0.69888 -0.5182
H -0.10239 -1.86447 1.36465 0.3627
H 0.82456 -2.50866 -0.01323 0.2828
H 1.66851 -1.63992 1.26922 0.2730
H 0.35084 1.58782 -1.47423 0.2374
H -0.44763 2.36276 -0.09911 0.2865
H -1.42027 1.57374 -1.35232 0.3350
H -2.21522 0.56768 0.57779 0.3182


2.
15
Properties=species:S:1:pos:R:3:mulliken_charge:R:1 method="wB97M-V/def2-TZVPD" e_homo_ev=-8.09 smiles="CS/C(=C/N)C(=O)O" total_energy_ev=-20680.1585 e_above_lowest_kcal_mol=59.4 lumo_ev=0.7
C 0.84355 -1.99628 -1.22071 -0.6986
C 0.06619 0.29836 -0.24214 -0.2096
C 0.53189 1.57583 -0.25523 0.0621
C -0.43837 -0.10326 1.11758 0.7725
H 1.98293 -1.79251 -1.34858 0.2248
H 0.57937 -2.28608 -0.20973 0.2459
H 0.56971 -2.66755 -2.01264 0.2915
H 0.59179 2.13510 -1.33353 0.1996
H 0.75559 3.50824 0.51862 0.3179
H 0.31662 2.05518 1.64008 0.2990
H -1.75331 -1.31511 1.90382 0.3524
N 0.86934 2.33562 0.84865 -0.5358
O -0.95482 -1.34121 1.18209 -0.5177
O -0.73083 0.62249 2.06312 -0.7104
S -0.10390 -0.55530 -1.71608 -0.0935


3.
15
Properties=species:S:1:pos:R:3:mulliken_charge:R:1 method="wB97M-V/def2-TZVPD" e_homo_ev=-8.73 total_energy_ev=-20681.6211 e_above_lowest_kcal_mol=25.7 lumo_ev=0.7
C 1.13600 -1.79619 0.79321 -0.6073
C 0.61436 0.93428 -0.02098 0.6189
C -0.70036 1.04915 0.23030 -0.4984
C -1.78073 0.09232 -0.04770 0.4663
H 0.10834 -2.09316 0.53404 0.2028
H 1.27904 -1.41744 1.87082 0.2422
H 1.86200 -2.68778 0.59649 0.2894
H 1.02409 2.90715 0.17714 0.1958
H 2.41152 1.91528 0.28461 0.2192
H -1.09394 2.02490 0.55298 0.2055
H -2.33610 -1.47734 -0.77462 0.3192
N 1.44582 2.02642 -0.01248 -0.4778
O -1.43843 -1.07112 -0.62447 -0.4690
O -2.92789 0.27334 0.30947 -0.6114
S 1.62120 -0.54073 -0.39770 -0.0952


4.
15
Properties=species:S:1:pos:R:3:mulliken_charge:R:1 method="wB97M-V/def2-TZVPD" e_homo_ev=-9.60 total_energy_ev=-20678.3773 e_above_lowest_kcal_mol=100.5 lumo_ev=0.9
C -1.89108 2.07536 3.48130 0.3030
C -1.55699 0.98669 3.10346 -0.6053
C 1.78582 -0.45680 -2.63413 -1.0489
C 0.99522 -0.57348 -1.37915 0.2062
N -0.25057 -0.49799 -1.23022 -0.5452
O 0.36414 -0.56590 2.34812 -0.5351
O -1.78476 -0.53789 1.05461 -0.4871
S -1.07308 -0.64921 2.53735 0.4898
H -2.21036 3.02797 3.79517 0.3772
H 2.25765 0.52683 -2.65480 0.2775
H 1.15316 -0.56150 -3.51591 0.2993
H 2.58301 -1.20134 -2.65010 0.2919
H 1.56671 -0.71103 -0.46336 0.3511
H -0.78688 -0.36706 -2.08755 0.1379
H -1.15198 -0.49466 0.29522 0.4875


5.
15
Properties=species:S:1:pos:R:3:mulliken_charge:R:1 method="wB97M-V/def2-TZVPD" e_homo_ev=-8.34 total_energy_ev=-20678.5710 e_above_lowest_kcal_mol=96.1 lumo_ev=0.6
C 0.60905 -1.24413 -2.26864 -0.5907
C -0.55727 0.31881 -1.01827 0.0236
C -0.84760 0.72117 0.23230 -0.5899
C -0.38202 1.28575 2.61000 0.0714
H -0.22582 -1.05713 -3.09718 0.2740
H 1.65736 -1.42378 -2.72121 0.2275
H 0.44855 -2.27551 -1.74609 0.2492
H -1.34160 0.30524 -1.80773 0.3031
H -1.66304 1.24460 0.48880 0.4684
H 1.95700 -0.85177 1.22100 0.1284
H 0.12286 0.98813 3.59303 0.3493
N 0.04518 0.65153 1.35340 0.0185
O 0.59725 -0.04205 -1.33257 -0.2820
O -1.13326 2.17131 2.68127 -0.4147
S 0.71335 -0.79218 1.81187 -0.2358


6.
15
Properties=species:S:1:pos:R:3:mulliken_charge:R:1 method="wB97M-V/def2-TZVPD" e_homo_ev="-14.79 / -14.34" spin_multiplicity=2 total_energy_ev=-20672.1485 e_above_lowest_kcal_mol=14.2 lumo_ev="-4.0 / -9.2" charge=+1
O 2.16097 -0.23602 -1.79161 -0.4320
C 1.12605 -0.80784 -1.97284 0.0424
N 0.16111 -0.88638 -0.95931 -0.1776
C 0.32395 -0.11304 0.21736 0.1125
C -0.55148 1.20727 0.11226 -0.7577
S -0.41529 2.29010 1.48350 0.1303
C -0.24426 -0.93644 1.39898 -0.1657
O -1.40925 -0.94802 1.65975 -0.3802
H 0.84441 -1.32069 -2.89944 0.3796
H -0.78139 -1.22581 -1.10660 0.2673
H 1.35785 0.13228 0.38696 0.4788
H -1.59769 0.97381 -0.11000 0.4184
H -0.24091 1.76374 -0.75822 0.4223
H -1.20917 1.61980 2.33655 0.2560
H 0.47511 -1.51275 2.00267 0.4057


7.
15
Properties=species:S:1:pos:R:3:mulliken_charge:R:1 method="wB97M-V/def2-TZVPD" e_homo_ev=0.83 smiles="N[C@@H](CC[O-])C(=O)[O-]" total_energy_ev=-11891.0848 e_above_lowest_kcal_mol=42.9 lumo_ev=7.1 charge=-2
O -1.04648 1.39228 1.41099 -0.6564
C -1.56424 0.44692 0.80789 0.2604
O -2.68195 -0.13646 0.86328 -0.7672
C -0.40889 -0.24297 -0.05292 0.3177
C 0.98673 -0.04384 0.45937 -0.7623
C 2.21324 -0.38080 -0.67930 -0.7734
O 2.25970 -1.68718 -1.13142 -0.9684
N -0.43789 0.52184 -1.38147 -1.0129
H -0.55626 -1.30919 -0.08896 0.3153
H 1.05906 -0.56843 1.35559 0.4617
H 1.33794 0.99010 0.62372 0.2077
H 2.23826 0.32783 -1.49154 0.2832
H 3.19083 -0.14168 -0.18388 0.3401
H 0.43381 0.32368 -1.76631 0.4517
H -0.24963 1.49983 -1.13145 0.3028


8.
15
Properties=species:S:1:pos:R:3:mulliken_charge:R:1 method="wB97M-V/def2-TZVPD" e_homo_ev=-8.62 total_energy_ev=-11889.9595 e_above_lowest_kcal_mol=122.6 lumo_ev=0.8
C 3.10787 -1.25004 0.69186 0.0950
C -0.99299 0.59001 -0.80141 -1.2445
C 0.11612 -1.07051 0.85017 -1.3279
C 0.16578 0.24463 0.05601 0.6642
N 1.21013 1.02251 0.02322 0.7466
O 4.18813 -0.93636 0.48293 -0.2060
O 2.21755 0.87364 0.71933 -0.7720
O 1.07656 2.11775 -0.79146 -0.4469
H 1.97355 2.35724 -0.80022 0.3661
H -0.58983 1.12491 -1.68228 0.3771
H -1.75819 1.26231 -0.35914 0.2585
H -1.53342 -0.27452 -1.07997 0.3719
H 0.14895 -1.93936 0.21840 0.2825
H -0.88797 -1.01217 1.19719 0.4578
H 0.90372 -1.02841 1.63531 0.3776


9.
15
Properties=species:S:1:pos:R:3:mulliken_charge:R:1 method="wB97M-V/def2-TZVPD" e_homo_ev=-9.48 smiles="OC[C@@H]1CON=CO1" total_energy_ev=-11888.3118 e_above_lowest_kcal_mol=160.6 lumo_ev=0.6
C 1.57454 -0.25588 -0.44747 -0.4553
C 0.13248 0.05479 -0.81725 0.2253
C -0.56213 1.13457 0.05097 -0.5042
C -1.55451 -1.11379 0.34523 0.0174
H 2.38906 0.40140 1.38618 0.2909
H 1.88554 -1.41411 -0.55401 0.2106
H 2.37929 0.39592 -0.85376 0.3603
H -0.38610 0.22573 -1.87293 0.3204
H -0.27005 2.20818 -0.29975 0.2904
H -0.48175 0.81897 1.22799 0.3321
H -1.68549 -2.01218 1.02565 0.3632
N -2.63412 -0.29298 0.44624 -0.2530
O 1.50807 0.10900 1.04411 -0.5263
O -1.92896 0.94475 -0.22849 -0.3668
O -0.36587 -1.20437 -0.45272 -0.3051


10.
15
Properties=species:S:1:pos:R:3:mulliken_charge:R:1 method="wB97M-V/def2-TZVPD" e_homo_ev=-9.79 smiles="C[C@@]1(O)C(=O)N[C@@H]1O" total_energy_ev=-11892.9778 e_above_lowest_kcal_mol=53.0 lumo_ev=0.7
C -0.28965 -0.11577 -0.23513 1.2248
C 0.26879 1.18734 0.30523 -0.2378
C 0.03845 -0.48602 -1.66862 -1.5523
N 1.43479 0.12354 1.11929 -0.4219
C 0.60311 -0.88145 0.83204 0.2718
O -1.69054 -0.26887 0.05924 -0.6293
O -0.56567 1.94857 1.07185 -0.5213
O 0.25358 -1.89439 1.41149 -0.6336
H -1.74993 -1.18815 0.39204 0.3721
H -1.42695 1.47053 1.05176 0.4167
H 1.81926 0.08804 2.05808 0.2529
H 0.94374 1.77791 -0.31045 0.3753
H -0.06060 -1.56558 -1.80607 0.3050
H -0.64386 0.01328 -2.36201 0.3812
H 1.06549 -0.20898 -1.91874 0.3964